No. 1
C5H11CoO3 as an isolated structure. Source: OMol25; level of theory: ωB97M-V/def2-TZVPD.

```
20
Properties=species:S:1:pos:R:3:mulliken_charge:R:1
C 2.02737 -0.86221 1.42366 -0.46
O 1.00692 -0.30406 0.56960 -0.41
C 0.46541 -1.11530 -0.44628 -0.32
C -0.22968 -2.35259 0.09118 -0.33
O -1.14310 -1.94274 1.10003 -0.12
C -2.52071 -2.07795 0.79724 -0.71
H 2.49112 -0.05710 2.01383 0.56
H 2.13492 -1.95694 1.53591 0.35
H 1.21019 -1.43524 -1.19094 0.30
H -0.26156 -0.46248 -0.94912 0.36
H 0.46601 -3.05319 0.57345 0.26
H -0.68917 -2.90353 -0.74200 0.43
H -2.77782 -1.45740 -0.07240 0.35
H -2.73238 -3.13777 0.59652 0.30
H -3.10252 -1.75950 1.66856 0.21
Co -0.24946 -0.72355 2.45540 0.34
O 3.40988 0.33385 -0.91230 -0.42
C 3.34853 -0.62394 -0.06031 -0.41
H 4.20634 -0.70245 0.65174 0.38
H 3.16680 -1.64658 -0.47102 0.34
```

## Properties
2S+1: 6
LUMO level (spin up / spin down), eV: -3.52 / -6.54
Charge: +1

No. 2
C7H26N7O7Y as an isolated structure. Source: OMol25; level of theory: ωB97M-V/def2-TZVPD.

```
48
Properties=species:S:1:pos:R:3:mulliken_charge:R:1
Y 0.09036 0.46878 -0.24764 2.03
O 1.73022 1.81849 0.76563 -1.01
H 2.26363 1.66941 1.57047 0.11
O -1.49476 0.03351 1.28942 -0.84
H -2.12849 -0.40371 1.89088 0.10
O 1.54712 0.78042 -1.95292 -0.84
H 1.54521 1.45592 -2.65876 0.08
C -0.55071 3.85531 -0.23495 0.42
O -0.69372 2.67234 -0.44264 -0.50
N 0.33779 4.21502 0.57766 -0.28
N -1.13745 4.83932 -0.84518 -0.38
H 0.93032 3.47136 0.91823 0.27
H 0.67190 5.16813 0.57096 0.19
H -1.91917 4.75243 -1.47879 0.21
H -0.65443 5.71786 -0.72283 0.13
C -2.34537 0.76255 -2.84050 0.62
O -1.49323 0.60263 -2.00066 -0.65
N -3.57453 1.09246 -2.48398 -0.43
N -2.13284 0.74761 -4.11406 -0.40
H -4.29794 1.18654 -3.18250 0.13
H -3.80813 1.11832 -1.50171 0.26
H -1.24472 0.55526 -4.55492 0.25
H -2.98441 0.82387 -4.65175 0.14
C -1.27527 -2.50106 -1.54483 0.63
O -0.48431 -1.72372 -1.02873 -0.32
N -0.93744 -3.56723 -2.18913 -0.45
N -2.54873 -2.37815 -1.49430 -0.42
H 0.01963 -3.86327 -2.31751 0.24
H -1.65759 -4.19612 -2.51469 0.12
H -2.83632 -1.51949 -1.04698 0.22
H -3.13546 -2.96897 -2.06595 0.18
C 0.36732 -2.74396 1.98711 -1.52
C 1.45595 -1.68145 2.05570 0.58
C 2.75369 -2.06101 2.87210 -0.75
O 3.72684 -1.07862 2.79696 -0.37
C 3.32652 0.20378 3.42103 -0.35
N 1.67339 -1.16955 0.70874 -0.30
H -0.07764 -3.03204 2.93954 0.43
H 0.78858 -3.69462 1.66017 0.40
H -0.52278 -2.41414 1.45135 0.17
H 0.90746 -0.88631 2.56068 0.16
H 3.23777 -2.91146 2.39200 0.32
H 2.47167 -2.22511 3.91212 0.37
H 4.06524 1.00056 3.50788 0.28
H 3.04341 0.01596 4.45673 0.30
H 2.43971 0.57523 2.90752 -0.07
H 2.54460 -0.66511 0.79022 0.30
H 1.99716 -1.91814 0.11303 0.25
```

## Properties
LUMO level, eV: 0.12
ΔE to the lowest compared entry with this formula, charge and spin, kJ/mol: 154.2
Charge: 0

No. 3
One molecule with the formula C6H11NO. Source: OMol25; level of theory: ωB97M-V/def2-TZVPD.

```
19
Properties=species:S:1:pos:R:3:mulliken_charge:R:1
C 2.01509 -0.82694 1.02652 -0.40
O 2.54935 -1.51502 -0.09369 -0.51
C 0.52541 -0.47875 1.09244 -0.88
C 0.13217 0.84021 0.42223 -0.61
C -1.13690 0.81942 -0.42095 0.77
C -1.84303 1.94964 -0.40609 -1.15
C -1.41317 -0.99291 -1.89385 -0.29
N -1.77262 -0.39593 -0.83652 -0.38
H 2.16514 -1.41714 1.94988 0.26
H 2.68451 0.05092 1.14595 0.28
H 1.91314 -1.48816 -0.82244 0.30
H 0.29979 -0.52058 2.18671 0.35
H -0.18133 -1.29027 0.89302 0.48
H -0.13851 1.46413 1.30043 0.23
H 1.00556 1.30227 -0.03948 0.40
H -1.50503 2.82848 0.13943 0.26
H -2.71186 2.22672 -0.99465 0.30
H -2.04391 -1.84020 -2.16747 0.28
H -0.54380 -0.71589 -2.48147 0.29
```

## Properties
LUMO level, eV: 0.64
ΔE to the lowest compared entry with this formula, charge and spin, kJ/mol: 304.0
Charge: 0
SMILES string: C=NC(=C)CCCO

No. 4
One molecule with the formula C3H4O2. Source: OMol25; level of theory: ωB97M-V/def2-TZVPD.

```
9
Properties=species:S:1:pos:R:3:mulliken_charge:R:1
C -0.80205 -0.81361 0.26791 -0.81
C 0.09716 -0.05303 -0.64069 0.56
C 0.95420 1.02100 0.04014 0.02
H -0.27328 -0.93734 1.29262 0.29
H -1.11650 -1.77147 -0.21525 0.29
H -1.65878 -0.06086 0.45514 0.24
H 1.69131 1.54471 -0.59706 0.38
O 0.26389 -0.18698 -1.83615 -0.51
O 0.84405 1.25758 1.23334 -0.47
```

## Properties
LUMO level, eV: -0.52
ΔE to the lowest compared entry with this formula, charge and spin, kJ/mol: 89.1
Charge: 0
SMILES string: CC(=O)C=O

No. 5
A 7-piece molecular cluster, C5H23NO8 overall. Source: OMol25; level of theory: ωB97M-V/def2-TZVPD.

```
37
Properties=species:S:1:pos:R:3:mulliken_charge:R:1
O -0.86727 -1.19737 -1.92125 -0.70
C 0.31252 -1.00722 -1.55950 0.73
N 0.55416 -0.91849 -0.20030 0.12
C 1.78544 -0.31070 0.16569 -0.84
C 1.89251 1.22195 -0.32623 0.61
C 2.70208 2.15478 0.51710 -1.52
O 0.50308 1.58609 -0.28056 -0.49
C 1.49046 -1.29728 -2.42320 -1.31
H -0.20580 -0.57759 0.16618 0.25
H 1.94806 -0.24169 1.30827 0.31
H 2.72161 -0.94165 -0.11347 0.33
H 2.09934 1.30936 -1.46792 0.11
H 3.84272 1.87119 0.51043 0.33
H 2.42439 3.25033 0.24535 0.34
H 2.62821 2.03906 1.58645 0.41
H 0.35831 2.08844 0.61695 0.26
H 1.98002 -2.10771 -1.79620 0.26
H 2.22593 -0.64685 -2.65886 0.35
H 1.22747 -1.78005 -3.33335 0.38
H -0.83781 4.38031 -1.24582 0.28
H -0.16633 2.88782 -1.33398 0.44
O -0.53974 3.59783 -1.80178 -0.68
H -2.34896 1.23751 1.66133 0.24
H -2.98793 1.32287 0.33048 0.36
O -2.13703 1.53173 0.84108 -0.52
H -2.79498 0.10403 -1.48512 0.39
H -3.73676 1.43705 -1.52232 0.34
O -3.63720 0.53436 -1.14384 -0.77
H 1.30603 -3.73196 0.92663 0.29
H 2.25514 -4.24523 -0.00962 0.31
O 2.23373 -3.57590 0.68157 -0.61
H -0.63003 -0.14921 4.28661 0.26
H -2.04692 -0.14985 3.47825 0.28
O -1.17693 0.13926 3.46908 -0.57
H -1.72085 -2.30130 1.68666 0.29
H -1.48870 -3.44405 2.50806 0.26
O -1.75732 -2.58482 2.50746 -0.53
```

## Properties
LUMO level, eV: 0.24
ΔE to the lowest compared entry with this formula, charge and spin, kJ/mol: 399.6
Charge: 0
SMILES string: CC(=O)NC[C@H](C)O.O.O.O.O.O.O

No. 6
A 2-piece molecular cluster, C5H15NO overall. Source: OMol25; level of theory: ωB97M-V/def2-TZVPD.

```
22
Properties=species:S:1:pos:R:3:mulliken_charge:R:1
C 0.91235 -0.52802 -1.86125 -0.79
N 0.98153 0.29925 -0.57297 0.25
C 2.12488 0.17091 0.30497 -1.06
C -0.29107 -0.58310 1.34892 -1.35
C -0.37510 0.33557 0.19946 0.39
C -0.62973 1.76205 0.64635 -1.42
H 0.45274 -1.53662 -1.59102 0.33
H 0.61734 0.07118 -2.75945 0.32
H 1.89852 -0.61288 -2.23542 0.40
H 1.96786 0.94251 1.06628 0.47
H 2.98365 0.53621 -0.32334 0.38
H 2.32304 -0.66675 1.03105 0.36
H 0.58664 -0.31606 1.93061 0.50
H -0.40062 -1.61970 0.99060 0.36
H -1.12677 -0.40114 2.18785 0.38
H -1.03941 0.06090 -0.69513 0.39
H -1.48765 2.24202 0.17077 0.41
H -1.07673 1.98717 1.68863 0.32
H 0.19989 2.44635 0.73906 0.33
H -3.30006 -2.10107 -0.95286 0.27
H -2.46397 -1.10560 -0.28711 0.28
O -2.85732 -1.38319 -1.02600 -0.52
```

## Properties
2S+1: 2
LUMO level (spin up / spin down), eV: -2.75 / -7.37
ΔE to the lowest compared entry with this formula, charge and spin, kJ/mol: 291.5
Charge: +1

Look up the charge of the sixth one. +1

charge of number 2 (C7H26N7O7Y)? 0

What is the charge in the sixth record? +1